{
  "formula": "C28H55Cl24F3P",
  "method": "the ωB97M-V functional and the def2-TZVPD basis",
  "energy_ev": -347898.538,
  "homo_energy_ev": -11.46,
  "charge": 1,
  "max_force_ev_per_a": 3.82,
  "species": ["Cl", "Cl", "Cl", "Cl", "Cl", "Cl", "Cl", "Cl", "Cl", "Cl", "Cl", "Cl", "Cl", "Cl", "Cl", "Cl", "Cl", "Cl", "Cl", "Cl", "Cl", "Cl", "Cl", "Cl", "P", "F", "F", "F", "C", "C", "C", "C", "C", "C", "C", "C", "C", "C", "C", "C", "C", "C", "C", "C", "C", "C", "C", "C", "C", "C", "C", "C", "C", "C", "C", "C", "H", "H", "H", "H", "H", "H", "H", "H", "H", "H", "H", "H", "H", "H", "H", "H", "H", "H", "H", "H", "H", "H", "H", "H", "H", "H", "H", "H", "H", "H", "H", "H", "H", "H", "H", "H", "H", "H", "H", "H", "H", "H", "H", "H", "H", "H", "H", "H", "H", "H", "H", "H", "H", "H", "H"],
  "xyz": [[7.0645, -6.1427, -2.9600], [-5.1385, 2.9078, 3.5957], [6.6712, -6.5274, -6.3271], [-9.4200, -1.0360, -10.1456], [-8.5104, 0.4554, -5.3256], [-5.7298, 0.3406, -0.8928], [-3.0924, -0.8697, 3.7073], [-7.9891, -2.9164, -4.9093], [-6.9749, 3.3155, 0.7465], [-1.6037, -0.0923, 6.6706], [6.6363, 4.2898, 1.0503], [9.0352, -0.8765, -0.0021], [3.2665, 2.7166, 7.8562], [3.3440, -4.0807, -0.0375], [0.5594, 0.0481, -0.6890], [-11.6109, -1.5987, -7.5882], [5.6499, -0.6417, 0.3213], [7.4610, 7.5077, 0.2721], [-5.1159, 0.5891, -5.0390], [-8.8194, -3.9955, -1.7795], [-0.9521, -2.9696, -1.2370], [6.2664, 4.0544, 8.7834], [-2.5724, 0.7721, 0.2970], [4.2282, -3.0057, -3.1521], [0.2312, 1.2741, 3.0164], [3.6931, 0.6609, 4.8664], [4.5391, 3.5241, 3.6904], [4.2526, 0.4264, 2.5549], [-10.1373, -2.5276, -7.9623], [-4.3482, 1.0521, -1.7631], [-2.5418, -1.5622, 6.2974], [4.8682, 2.3400, 7.1710], [7.2406, -5.0711, -5.4749], [-7.1821, -3.8587, -2.4673], [3.5330, 2.5960, 3.3268], [-9.0347, -1.6517, -8.5185], [2.2589, 3.1948, 2.6277], [5.1269, -2.7549, -1.6333], [3.8010, 1.2292, 3.6093], [8.0578, -5.4112, -4.2465], [6.8785, 0.3342, 1.1705], [-6.9759, 1.9006, 1.8297], [7.2610, 5.5366, 2.1615], [-6.2089, 1.9291, -5.4773], [-2.3514, -2.0060, 4.8638], [-6.7816, 2.2906, 3.2797], [0.7567, -2.6822, -0.8179], [-7.0552, -2.6818, -3.4112], [5.9645, 2.3945, 8.2137], [8.0899, 0.6021, 0.3038], [0.9299, -1.5019, 0.1100], [4.9945, -3.9315, -0.6884], [6.7654, 6.9213, 1.8025], [-7.5394, 1.8359, -4.7609], [0.9019, 2.9780, 3.4461], [-3.0398, 0.3966, -1.3832], [-6.9191, 1.4169, 3.9188], [-7.4951, 3.0545, 3.5894], [8.8682, -6.1015, -4.4812], [8.7550, 1.3059, 0.8059], [-6.4959, -3.7341, -1.6277], [1.0414, 0.2678, 3.6421], [8.4953, -4.5023, -3.8298], [0.1276, 3.7285, 3.0644], [-8.1137, -2.2298, -8.6088], [6.9187, 5.2686, 3.1624], [7.8076, 1.0286, -0.6593], [5.6597, -3.7972, 0.1660], [0.2930, -1.5885, 0.9928], [7.0605, 7.6311, 2.5769], [-10.4065, -3.3235, -8.6572], [0.3024, 1.0494, 1.5877], [-8.8376, -0.7966, -7.8716], [1.3140, -2.5474, -1.7455], [1.0006, 3.1450, 4.5608], [-3.0863, -0.6877, -1.4876], [-1.2948, -2.1054, 4.6124], [-6.0122, -2.5542, -3.7059], [2.1438, 2.7941, 1.5672], [-5.7033, 2.8551, -5.1993], [-7.3924, -1.7551, -2.9449], [1.9684, -1.4446, 0.4421], [7.8529, -4.5094, -6.1820], [6.1741, -2.6154, -1.9047], [5.2545, -4.8719, -1.1760], [-6.1990, 1.2162, 1.4920], [2.4022, 4.3234, 2.5332], [5.6790, 6.9475, 1.7126], [8.3499, 5.4846, 2.1494], [-6.9444, -4.7993, -2.9650], [-9.8088, -2.9882, -7.0281], [-4.3343, 2.1236, -1.5572], [-2.1933, -2.3420, 6.9759], [6.4020, 1.2776, 1.4425], [5.7245, 1.7776, 9.0802], [-2.8302, -2.9736, 4.7069], [-4.5404, 0.9124, -2.8293], [5.0582, 3.0361, 6.3527], [-3.5900, -1.3611, 6.5198], [-2.2388, 0.7653, -2.0259], [1.1202, -3.5867, -0.3305], [-7.4089, 1.7380, -3.6821], [-1.1174, 1.0939, 3.4694], [6.3698, -4.4650, -5.2218], [4.7652, -1.8262, -1.1766], [-6.3333, 1.9219, -6.5604], [-7.9414, 1.4078, 1.7050], [4.8038, 1.3349, 6.7547], [6.9000, 2.0314, 7.7857], [-8.1262, 2.7358, -4.9522], [7.1489, -0.1873, 2.0894]],
  "forces_ev_per_angstrom": [[-0.018, -0.062, 0.042], [0.090, 0.039, 0.004], [-0.022, 0.009, 0.044], [-0.017, 0.039, -0.009], [0.052, 0.054, 0.099], [-0.008, -0.165, -0.153], [0.090, 0.139, -0.122], [0.001, -0.148, 0.010], [0.071, 0.014, 0.012], [0.061, 0.095, -0.078], [-0.028, -0.104, -0.103], [-0.061, -0.041, -0.030], [-0.081, 0.041, -0.080], [0.366, -0.152, 0.143], [0.162, 0.181, -0.058], [0.007, 0.012, -0.019], [0.495, 0.406, 0.451], [-0.047, -0.054, 0.007], [-0.038, -0.193, -0.376], [-0.004, -0.005, -0.022], [-0.087, 0.127, 0.009], [-0.045, -0.020, -0.011], [-0.166, 0.043, 0.363], [-0.117, -0.039, -0.050], [0.120, 0.487, 0.453], [1.797, 0.668, -2.599], [-2.494, -1.033, 1.168], [-2.523, 0.551, 2.813], [0.162, -0.133, 0.037], [0.207, 0.185, -0.077], [-0.112, -0.241, -0.014], [0.260, -0.125, -0.065], [0.032, 0.139, 0.019], [0.165, 0.004, -0.027], [0.564, -0.170, -0.606], [0.086, -0.100, 0.170], [1.118, 0.342, -0.437], [-0.135, -0.067, 0.052], [-0.113, 0.849, -0.743], [0.164, 0.202, -0.179], [0.155, 0.329, 0.234], [-0.027, -0.136, 0.193], [0.091, 0.203, 0.303], [-0.218, 0.338, -0.033], [0.031, -0.216, 0.178], [-0.314, -0.131, -0.048], [-0.102, -0.030, 0.003], [0.143, 0.086, 0.141], [0.027, -0.089, -0.020], [-0.055, 0.133, 0.003], [0.222, -0.298, 0.213], [0.521, 0.013, -0.108], [-0.019, 0.018, 0.088], [-0.006, 0.142, 0.022], [-0.093, 0.237, -0.650], [-0.068, -0.050, -0.455], [0.051, 0.023, -0.106], [0.156, 0.004, -0.074], [-0.171, -0.018, 0.019], [-0.100, -0.061, 0.038], [-0.048, 0.084, -0.075], [-0.527, 0.549, -0.371], [-0.088, -0.030, -0.054], [0.949, -1.076, 0.428], [-0.106, -0.032, 0.006], [-0.051, 0.043, -0.084], [-0.014, -0.103, 0.089], [-0.064, 0.090, -0.074], [-0.125, -0.013, -0.167], [0.040, -0.122, -0.025], [-0.006, 0.159, 0.001], [-0.108, 0.161, 0.821], [-0.114, -0.066, -0.086], [-0.046, -0.006, 0.105], [-0.036, -0.503, -1.236], [-0.004, 0.105, 0.150], [-0.094, 0.058, 0.052], [-0.059, -0.072, 0.012], [0.144, 0.460, 1.196], [-0.040, -0.082, 0.046], [-0.060, -0.110, -0.066], [-0.023, -0.066, -0.139], [0.037, -0.077, 0.089], [-0.057, -0.043, 0.087], [-0.157, 0.156, -0.006], [-0.017, 0.175, 0.070], [0.030, -1.553, 0.081], [0.113, -0.062, -0.054], [-0.123, 0.015, -0.128], [-0.108, 0.110, -0.010], [-0.003, 0.114, -0.093], [-0.030, -0.118, 0.127], [0.043, 0.055, -0.094], [0.086, -0.019, -0.117], [-0.056, 0.116, -0.079], [-0.018, 0.104, 0.047], [0.137, -0.054, 0.354], [-0.016, 0.035, 0.161], [0.125, 0.081, -0.084], [-0.074, 0.028, 0.068], [-0.347, 0.271, -0.112], [0.025, -0.066, -0.104], [0.676, -0.028, -0.232], [0.052, -0.133, 0.044], [-0.135, -0.739, -0.640], [0.003, -0.133, 0.124], [0.030, 0.083, 0.078], [0.067, 0.055, 0.187], [-0.096, 0.035, -0.048], [0.114, -0.040, -0.057], [-0.003, -0.068, -0.164]],
  "lowdin_charge": [0.557, 0.511, 0.546, 0.539, 0.574, 0.590, 0.533, 0.549, 0.531, 0.526, 0.547, 0.555, 0.540, 0.639, 0.553, 0.538, 0.679, 0.552, 0.595, 0.544, 0.569, 0.551, 0.492, 0.561, 1.050, 0.073, 0.003, 0.026, -0.670, -0.650, -0.648, -0.684, -0.666, -0.664, -0.134, -0.681, -0.166, -0.723, -0.165, -0.652, -0.627, -0.690, -0.652, -0.621, -0.651, -0.653, -0.708, -0.672, -0.659, -0.658, -0.651, -0.635, -0.666, -0.642, -0.330, -0.647, 0.073, 0.071, 0.071, 0.074, 0.068, 0.017, 0.071, 0.114, 0.073, 0.066, 0.073, 0.070, 0.062, 0.076, 0.071, -0.057, 0.019, 0.057, 0.113, 0.052, 0.062, 0.067, 0.124, 0.076, 0.049, 0.051, 0.074, 0.070, 0.027, -0.001, 0.140, 0.066, 0.073, 0.069, 0.023, 0.075, 0.079, 0.032, 0.073, 0.080, -0.036, 0.055, 0.075, 0.069, -0.014, 0.061, -0.032, 0.048, -0.060, 0.074, 0.079, 0.050, 0.074, 0.078, 0.077]
}